Entry 1:
9
Properties=species:S:1:pos:R:3:forces:R:3 method="wB97M-V/def2-TZVPD" orbital_gap_ev="8.31 / 3.72" e_tot_ha=-1061.97649 multiplicity=1 total_charge=-1 e_above_lowest_ev=2.546
C -1.72856 -0.09507 -0.11872 -2.426 0.745 -0.880
O 2.08949 0.92156 1.29731 0.567 -0.150 -0.247
O 2.17189 0.92261 -1.14390 1.000 0.432 -1.344
O 2.92268 -1.16807 0.17912 -0.172 1.915 -0.626
S -3.34374 -0.83182 0.22189 0.225 -0.092 -0.291
S 2.13899 0.11714 0.05614 -1.486 -2.218 2.214
H -1.81823 0.91797 0.22504 0.493 0.473 0.192
H -1.39511 -0.15507 -1.12850 -0.168 0.066 -0.920
H -1.03741 -0.62924 0.41162 1.967 -1.169 1.901


Entry 2:
23
Properties=species:S:1:pos:R:3:forces:R:3 method="wB97M-V/def2-TZVPD" orbital_gap_ev=9.70 e_tot_ha=-367.53278 multiplicity=1 e_above_lowest_ev=2.681 smiles=CCN1CCCC1.O
C -1.63439 -0.85852 2.07517 -2.619 0.186 -0.914
C -1.07114 -0.80784 0.66600 -0.647 0.986 -0.204
N -0.97844 0.56502 0.13977 0.491 -1.153 -2.257
C -0.96290 0.48901 -1.43803 1.870 1.177 1.215
C 0.44368 1.22165 -1.89064 -1.173 0.121 -1.216
C 1.32842 1.09663 -0.62624 -2.643 0.778 -1.011
C 0.23877 1.20648 0.50416 2.742 1.191 0.591
H -2.47697 -0.15642 2.36686 1.544 -0.147 -0.575
H -0.98605 -1.08374 2.84897 1.760 0.501 1.560
H -2.18330 -1.76321 2.06148 -0.826 -1.382 0.055
H -0.10384 -1.36389 0.67162 -0.421 0.207 -0.338
H -1.80072 -1.25663 -0.03112 0.476 -0.381 0.552
H -1.86804 1.03940 -1.76912 0.622 -0.815 -0.223
H -0.85815 -0.59373 -1.72225 -0.619 1.128 -0.024
H 0.33826 2.33209 -2.22561 -0.205 -1.836 0.903
H 0.85773 0.71856 -2.83013 -0.474 0.429 1.369
H 2.07459 1.87785 -0.68209 0.363 -0.095 0.592
H 1.72195 0.10602 -0.59755 0.694 -0.564 -0.025
H 0.09546 2.22878 0.82841 -0.310 0.679 -0.565
H 0.78383 0.85584 1.38091 -0.682 -0.910 0.473
O 2.62213 -2.26481 0.14481 0.158 0.402 0.163
H 2.67048 -1.32821 0.35445 0.634 0.148 0.331
H 1.74865 -2.26034 -0.22982 -0.735 -0.649 -0.450


Entry 3:
74
Properties=species:S:1:pos:R:3:forces:R:3 method="wB97M-V/def2-TZVPD" orbital_gap_ev="4.48 / 4.38" e_tot_ha=-2457.56177 multiplicity=1 total_charge=+1 e_above_lowest_ev=3.283
La -2.60272 -1.36637 -0.44655 -0.847 0.875 -1.372
C -1.80346 4.05620 -0.11989 1.351 -0.593 -2.419
C -1.35569 3.74968 -1.43738 0.153 0.796 3.379
C -3.65376 3.62484 -1.42563 1.472 0.047 -0.171
C -3.23310 3.97673 -0.11718 -0.305 -0.589 -1.399
C -2.49502 3.47087 -2.24158 -2.571 0.200 1.132
C -0.94050 4.34863 1.04514 0.344 0.212 0.156
H -0.33047 3.47383 1.31252 -0.063 0.210 0.105
H -1.53281 4.64422 1.91606 0.205 -0.076 -0.057
H -0.25987 5.17721 0.80944 0.029 -0.135 0.187
C -4.12000 4.12276 1.05078 -0.007 0.238 0.293
H -3.58193 4.61738 1.86671 -0.321 -0.071 -0.030
H -4.46508 3.14189 1.40969 0.026 0.145 -0.090
H -5.00629 4.71220 0.78930 0.079 -0.112 0.134
C -5.04379 3.35442 -1.81653 -0.573 -0.224 -0.276
H -5.71676 4.15756 -1.49321 -0.020 -0.122 -0.201
H -5.40288 2.41748 -1.37012 -0.051 0.096 -0.078
H -5.09580 3.24818 -2.90500 -0.290 0.086 0.152
C -2.49609 3.05269 -3.65019 0.081 -0.110 -0.545
H -2.84397 3.84957 -4.31980 0.014 -0.061 0.089
H -3.15663 2.19671 -3.79944 -0.028 0.000 -0.048
H -1.49693 2.76861 -3.97460 0.029 -0.047 -0.094
C 0.05913 3.66191 -1.86115 0.266 0.085 -0.114
H 0.13952 3.76116 -2.94542 0.159 -0.071 0.046
H 0.49814 2.69900 -1.56352 0.058 0.097 -0.119
H 0.65856 4.46087 -1.41337 0.002 -0.111 0.004
C 1.00890 -0.42848 2.98346 -0.469 0.445 -0.105
C 1.10034 0.84847 2.57889 -0.412 -0.400 0.446
C 1.53707 1.23329 1.19602 0.105 0.139 -0.429
C 2.80971 0.46884 0.69850 0.083 1.332 0.623
C 2.69449 -0.65264 -0.23752 0.424 -0.582 -1.212
C 1.45146 -1.35556 -0.53730 -2.421 -0.409 -0.496
C 0.50647 -1.46584 0.71694 -0.031 -0.260 -0.647
C 1.22260 -1.58881 2.05520 -0.784 1.388 1.528
H 1.74088 2.31583 1.19277 0.158 -0.417 -0.006
H 3.43441 0.19315 1.56753 -0.208 0.064 -0.007
H 0.73756 1.12318 0.44450 0.172 0.087 0.174
H 2.35349 -1.67698 1.88382 -2.461 0.631 0.659
H 0.82110 -0.69052 4.02482 -0.159 0.315 -0.145
H 0.84074 1.68101 3.24151 0.291 -0.443 -0.007
H 0.89696 -2.51745 2.54897 0.365 0.168 -0.013
H -0.10751 -0.56187 0.71709 0.104 -0.327 0.065
H 0.86589 -0.83560 -1.32581 0.081 0.139 0.377
H -0.18848 -2.33593 0.60434 0.391 0.404 0.029
H 3.41242 1.22100 0.17460 0.050 -0.116 0.058
H 3.46898 -0.65147 -0.99668 -0.237 -0.059 -0.060
P 3.29505 -2.98688 1.19238 1.808 0.567 -0.570
C 3.76247 -4.01926 2.59876 0.445 -0.769 -0.040
C 4.82502 -2.36862 0.46115 1.212 -1.405 -0.437
P 1.54951 -3.06277 -1.31282 2.826 0.589 1.916
C 2.38912 -4.00839 0.01295 0.339 -1.479 -0.557
C 2.75863 -3.00574 -2.64056 -0.086 -0.285 -0.754
C 0.16059 -4.05457 -1.83726 -0.918 -0.042 -0.283
H 2.97976 -4.76382 2.80908 0.273 0.243 0.018
H 3.91041 -3.39403 3.49427 -0.126 -0.154 -0.381
H 4.70771 -4.53647 2.37339 -0.270 -0.068 0.284
H 5.57537 -3.16662 0.47594 0.390 0.265 -0.049
H 5.18438 -1.51084 1.04473 -0.167 -0.254 -0.134
H 4.69520 -2.05683 -0.57875 0.089 -0.167 0.367
H 0.50739 -5.08881 -2.01571 0.033 0.499 0.091
H -0.25455 -3.66563 -2.77703 0.061 -0.078 0.227
H -0.63381 -4.11248 -1.07372 0.382 0.058 -0.198
H 1.65736 -4.62380 0.57109 0.301 0.292 -0.205
H 3.13582 -4.69097 -0.43757 -0.672 -0.125 -0.149
H 2.22372 -3.01967 -3.59875 0.261 0.025 0.081
H 3.41387 -3.88654 -2.58139 -0.267 0.235 -0.113
H 3.38125 -2.10736 -2.61000 -0.242 -0.104 0.138
F -1.00080 -0.29636 -1.49947 0.073 -0.304 -0.324
Te -3.81535 -1.88195 2.83586 -0.105 -1.157 -2.243
F -5.63739 -2.54915 3.29653 1.405 0.354 -0.344
F -4.69059 -2.04036 1.00937 0.699 0.063 1.336
F -3.24393 -3.69606 2.72556 -0.394 0.968 0.279
F -3.89051 0.31474 -0.47130 -0.113 -0.017 -0.048
O -2.27497 -1.42261 1.70254 -1.465 -0.616 2.593